Below is a 8-piece molecular cluster, C5H26N2O8 overall at a distorted geometry, with properties calculated with wB97M-V/def2-TZVPD.

Each line ends with the Löwdin charge.
CARTESIAN COORDINATES (ANGSTROEM)
1 O -0.9615 3.9206 0.7808  0.087
2 C -0.6079 3.1908 -0.1277  -0.099
3 C -0.9615 1.5908 -0.0084  -0.225
4 C -1.2918 0.9417 -1.2958  -0.139
5 C -0.6386 -0.3009 -1.3964  -0.316
6 C -1.1173 -1.5217 -1.2878  0.123
7 N 0.8024 -0.3172 -1.8916  0.214
8 N -1.8245 1.6171 1.1927  0.150
9 H 0.1714 3.3931 -0.9285  0.154
10 H 0.0014 1.1604 0.3987  0.159
11 H -2.4308 0.9431 -1.3461  0.190
12 H -1.1258 1.5117 -2.1521  0.092
13 H -2.1883 -1.7204 -1.0171  0.110
14 H -0.5834 -2.5089 -1.6443  0.131
15 H 1.1267 0.6209 -2.3623  0.182
16 H 0.9461 -1.0415 -2.6893  0.214
17 H 1.5216 -0.4518 -1.2229  0.045
18 H -1.2972 2.0515 2.0172  0.180
19 H -2.2066 0.6915 1.4789  0.124
20 H -2.6809 2.1625 1.0992  0.168
21 H 1.3705 -3.6302 -0.6414  0.042
22 H 2.5746 -3.3883 0.1009  0.035
23 O 1.8809 -2.8750 -0.2740  -0.065
24 H -4.1132 -0.8747 2.5226  0.068
25 H -4.5085 0.6585 2.5759  0.016
26 O -4.2708 -0.0524 2.0421  -0.016
27 H 5.7279 -0.4102 1.2644  0.089
28 H 5.5359 -1.7575 0.7162  0.028
29 O 5.0177 -1.1112 1.1743  -0.058
30 H -0.4095 -0.6026 2.9601  0.034
31 H -0.6757 0.6936 3.8679  0.143
32 O -0.7427 0.2646 2.9367  -0.049
33 H 1.1249 2.4369 -4.2471  0.097
34 H -0.2169 2.0478 -4.7945  0.065
35 O 0.2908 1.9504 -3.9806  -0.071
36 H -0.4064 -4.4594 1.2885  0.061
37 H 0.4770 -5.8576 1.1068  0.042
38 O 0.3325 -4.9532 0.8816  -0.049
39 H 3.1489 0.2408 -0.0422  -0.016
40 H 2.4645 -0.8767 0.7626  0.037
41 O 2.3918 -0.0858 0.2538  0.023

Strongest force on any atom, eV/Å: 6.392
Total charge: +2
E_HOMO, Ha: -0.6092
Electronic energy, hartree: -916.8861



Below is a 5-piece molecular cluster, C38H68F2NO18PS overall at a distorted geometry, with properties calculated with wB97M-V/def2-TZVPD.

Each line ends with the Löwdin charge.
CARTESIAN COORDINATES (ANGSTROEM)
1 C -3.6274 2.9150 -0.2741  -0.081
2 O -2.9301 1.9990 0.5468  -0.171
3 C -3.3172 0.6424 0.3847  -0.228
4 C -2.5512 -0.0526 -0.7368  -0.162
5 C -3.1620 0.1412 -2.1443  -0.187
6 C -2.2254 0.8871 -3.1209  -0.200
7 C -1.4215 -0.0711 -4.0085  -0.200
8 C 0.0096 0.3941 -4.2998  -0.193
9 C 0.8740 0.6594 -3.0571  -0.182
10 C 2.0057 -0.3717 -2.9154  -0.168
11 C 1.4185 -1.8010 -2.7890  -0.235
12 C 2.1903 -2.7090 -1.8374  -0.274
13 C 1.9782 -4.2452 -2.0494  -0.377
14 C 2.9018 -4.8368 -3.1457  -0.136
15 C 3.1259 -4.0346 -4.4065  -0.195
16 F 3.9000 -2.8995 -4.1617  -0.044
17 P 0.1255 -4.4867 -2.5076  0.965
18 N 0.2267 -5.1654 -4.1123  -0.155
19 O -0.2757 -5.8414 -1.6433  -0.284
20 C 2.3330 -5.0007 -0.7525  -0.515
21 F 2.1712 -6.3598 -0.9664  0.067
22 O 3.6599 -4.7244 -0.4898  -0.058
23 C 4.2612 -5.4673 0.5757  -0.110
24 C 4.8658 -4.5810 1.6794  -0.305
25 C 5.2011 -3.1646 1.1874  -0.043
26 C 4.0366 -4.5543 2.9723  -0.395
27 C 3.8390 -5.9550 3.5596  -0.071
28 C 4.7705 -3.6760 4.0198  -0.057
29 C 1.4423 -4.5629 0.4108  -0.071
30 O 1.9697 -3.3011 0.8705  -0.220
31 S 1.7677 -2.0979 -0.1587  0.662
32 O 2.7430 -1.1139 0.2040  -0.257
33 O 0.3852 -1.7232 -0.1158  -0.256
34 H -3.1257 3.0471 -1.2375  0.091
35 H -4.6591 2.5942 -0.4559  0.069
36 H -3.6781 3.8782 0.2298  0.070
37 H -4.4021 0.5791 0.2292  0.100
38 H -3.0911 0.1702 1.3423  0.121
39 H -1.5425 0.3620 -0.7113  0.102
40 H -2.4738 -1.1121 -0.4862  0.106
41 H -3.3636 -0.8527 -2.5512  0.099
42 H -4.1267 0.6488 -2.0859  0.092
43 H -2.8488 1.5437 -3.7311  0.109
44 H -1.5685 1.5446 -2.5504  0.095
45 H -1.4333 -1.0852 -3.5979  0.094
46 H -1.9401 -0.1366 -4.9702  0.108
47 H 0.4924 -0.3213 -4.9728  0.106
48 H -0.0833 1.3212 -4.8668  0.097
49 H 0.2684 0.5821 -2.1510  0.104
50 H 1.3245 1.6434 -3.1253  0.081
51 H 2.5842 -0.3323 -3.8412  0.113
52 H 2.6318 -0.1284 -2.0604  0.100
53 H 1.4029 -2.2281 -3.7930  0.093
54 H 0.3764 -1.7076 -2.4941  0.066
55 H 3.2582 -2.5173 -1.9217  0.133
56 H 2.4677 -5.7833 -3.4677  0.109
57 H 3.8790 -5.0779 -2.7295  0.131
58 H 2.2142 -3.7386 -4.9186  0.091
59 H 3.6932 -4.6530 -5.1063  0.123
60 H -0.0389 -4.4356 -4.7630  0.032
61 H -0.4659 -5.9029 -4.1744  0.033
62 H -0.9492 -6.3581 -2.0868  0.051
63 H 3.5678 -6.1843 1.0116  0.110
64 H 5.0634 -6.0588 0.1311  0.136
65 H 5.8125 -5.0520 1.9644  0.135
66 H 4.4846 -2.4350 1.5630  0.060
67 H 5.2005 -3.0745 0.1040  0.079
68 H 6.1796 -2.8418 1.5446  0.084
69 H 3.0601 -4.0884 2.8156  0.122
70 H 3.5022 -5.8980 4.5942  0.074
71 H 4.7466 -6.5584 3.5100  0.088
72 H 3.0558 -6.5007 3.0251  0.065
73 H 4.3643 -3.9172 5.0008  0.074
74 H 5.8299 -3.9339 4.0063  0.090
75 H 4.6128 -2.6216 3.8145  0.060
76 H 1.5148 -5.2396 1.2580  0.140
77 H 0.4080 -4.4008 0.1187  0.108
78 C -6.4132 7.4838 3.5806  -0.020
79 C -6.0275 6.3919 2.6142  -0.321
80 C -4.5405 6.1958 2.4275  -0.081
81 O -4.4710 5.7134 1.0786  0.028
82 C -5.5538 6.1836 0.4108  -0.567
83 O -5.6945 6.1192 -0.7670  0.161
84 O -6.4441 6.7209 1.2715  0.089
85 H -7.4923 7.5012 3.7295  0.086
86 H -5.9350 7.3241 4.5471  0.091
87 H -6.1214 8.4605 3.1923  0.090
88 H -6.5027 5.4493 2.8856  0.134
89 H -4.1213 5.4608 3.1102  0.142
90 H -3.9719 7.1266 2.4996  0.138
91 C 2.7111 -0.0795 4.5750  -0.020
92 C 3.3488 0.1692 5.9203  -0.327
93 C 3.9244 1.5563 6.1061  -0.096
94 O 5.0063 1.3214 7.0150  0.061
95 C 5.4103 0.0361 6.8561  -0.564
96 O 6.4022 -0.4221 7.3162  0.168
97 O 4.5213 -0.6466 6.0947  0.074
98 H 2.2462 -1.0645 4.5438  0.085
99 H 1.9447 0.6679 4.3691  0.093
100 H 3.4610 -0.0473 3.7838  0.092
101 H 2.6513 -0.0754 6.7261  0.157
102 H 3.2181 2.2617 6.5366  0.137
103 H 4.3290 1.9673 5.1780  0.139
104 C -8.6585 1.8964 -0.7344  -0.015
105 C -7.5119 1.7411 0.2321  -0.328
106 C -7.6078 0.5475 1.1589  -0.088
107 O -6.9143 1.0075 2.3268  0.068
108 C -6.9996 2.3555 2.3511  -0.559
109 O -6.6906 3.0405 3.2722  0.157
110 O -7.4819 2.8258 1.1793  0.086
111 H -8.4742 2.7235 -1.4187  0.090
112 H -8.7896 0.9862 -1.3201  0.092
113 H -9.5827 2.1136 -0.1980  0.093
114 H -6.5588 1.7418 -0.3024  0.127
115 H -7.1273 -0.3444 0.7645  0.137
116 H -8.6392 0.3141 1.4345  0.139
117 C 3.4183 6.1411 -1.6039  -0.023
118 C 3.1676 5.1180 -2.6830  -0.326
119 C 2.9959 5.6853 -4.0764  -0.093
120 O 2.1147 4.7357 -4.6880  0.070
121 C 1.3921 4.1500 -3.7028  -0.554
122 O 0.4490 3.4505 -3.8773  0.153
123 O 1.9007 4.4630 -2.4896  0.090
124 H 3.6151 5.6539 -0.6498  0.087
125 H 4.2779 6.7617 -1.8581  0.091
126 H 2.5431 6.7778 -1.4725  0.093
127 H 3.9441 4.3487 -2.6697  0.159
128 H 3.9268 5.7471 -4.6342  0.138
129 H 2.5085 6.6633 -4.0725  0.139

Strongest force on any atom, eV/Å: 1.034
E_HOMO, Ha: -0.3114
Electronic energy, hartree: -3837.1308
Structure (SMILES): COCCCCCCCCC[C@@H]1[C@](CCF)(P(N)O)[C@@](F)(OC[C@@H](C)C(C)C)COS1(=O)=O.C[C@@H]1COC(=O)O1.C[C@@H]1COC(=O)O1.C[C@@H]1COC(=O)O1.C[C@@H]1COC(=O)O1



Below is one molecule with the formula C21H18O8 at a distorted geometry, with properties calculated with wB97M-V/def2-TZVPD.

Each line ends with the Löwdin charge.
CARTESIAN COORDINATES (ANGSTROEM)
1 C 2.7292 4.9166 -0.3223  -0.009
2 C 3.5151 3.8239 0.4418  -0.359
3 O 4.7237 3.9917 0.5528  0.047
4 C 2.8757 2.6859 1.1650  -0.059
5 C 3.6796 1.6496 1.7699  0.054
6 C 3.0739 0.6163 2.4739  -0.227
7 C 3.9984 -0.3338 3.1600  -0.052
8 C 1.6959 0.5498 2.5679  -0.211
9 O 1.1851 -0.4584 3.3558  0.047
10 C 0.8523 1.5255 2.0595  -0.041
11 C -0.6609 1.4064 2.2666  -0.018
12 C -1.2232 0.4807 1.1480  -0.039
13 C -1.5171 -0.8301 1.3847  -0.223
14 O -1.3271 -1.4413 2.6067  0.064
15 C -1.8874 -1.6914 0.2885  0.083
16 C -1.9923 -1.1599 -0.9921  -0.138
17 C -2.4504 -2.0239 -2.1107  -0.142
18 C -2.6806 -1.4352 -3.3818  -0.016
19 C -3.0884 -2.1947 -4.4845  0.003
20 C -3.3003 -3.5827 -4.3284  -0.240
21 O -3.7075 -4.3621 -5.4028  0.038
22 C -3.0560 -4.1957 -3.1063  -0.224
23 O -3.3004 -5.5468 -2.9463  0.055
24 C -2.6165 -3.4065 -2.0029  0.062
25 O -1.6945 0.1593 -1.2428  0.149
26 C -1.4123 0.9907 -0.2086  -0.353
27 O -1.1641 2.1839 -0.3711  0.080
28 C 1.4889 2.5839 1.3269  -0.215
29 O 0.6763 3.5534 0.9130  0.044
30 H 3.4344 5.5609 -0.8475  0.078
31 H 2.1551 5.5256 0.4156  0.097
32 H 2.0281 4.4738 -1.0058  0.068
33 H 4.7627 1.7042 1.6681  0.122
34 H 3.8794 -0.2840 4.2588  0.096
35 H 3.7748 -1.3673 2.8561  0.090
36 H 5.0625 -0.1083 2.9224  0.100
37 H 1.9930 -0.8775 3.7215  0.102
38 H -0.8818 0.9676 3.2206  0.112
39 H -1.1579 2.3779 2.2783  0.132
40 H -0.5242 -1.0621 2.9979  0.065
41 H -2.2210 -2.6944 0.5721  0.129
42 H -2.5211 -0.3894 -3.4836  0.103
43 H -3.2577 -1.7033 -5.4657  0.126
44 H -3.8402 -3.8766 -6.2362  0.121
45 H -3.5826 -5.8544 -3.8525  0.124
46 H -2.4089 -3.9540 -1.1171  0.109
47 H -0.1094 3.1062 0.5166  0.066

Strongest force on any atom, eV/Å: 2.978
E_HOMO, Ha: -0.3049
Electronic energy, hartree: -1412.9687
Structure (SMILES): CC(=O)c1cc(C)c(O)c(Cc2c(O)cc(-c3ccc(O)c(O)c3)oc2=O)c1O



Below is one molecule with the formula CH5ClNP at a distorted geometry, with properties calculated with wB97M-V/def2-TZVPD.

Each line ends with the Löwdin charge.
CARTESIAN COORDINATES (ANGSTROEM)
1 C 0.1792 -1.1489 -0.2243  -0.381
2 P -0.9005 0.0568 -1.0654  0.490
3 N -0.7372 1.5172 -0.1560  -0.251
4 Cl -2.7886 -0.7640 -0.4336  0.040
5 H 0.4454 -2.0546 -0.8447  0.064
6 H -0.0256 -1.2360 0.7787  -0.013
7 H 1.0302 -0.4478 -0.0374  0.034
8 H -0.9844 2.3267 -0.6159  -0.023
9 H -1.1831 1.7462 0.7244  0.040

Strongest force on any atom, eV/Å: 2.950
E_HOMO, Ha: -0.3396
Electronic energy, hartree: -897.4157
Structure (SMILES): CP(N)Cl



Below is C30H30N9O6SW as an isolated structure, with properties calculated with wB97M-V/def2-TZVPD.

Each line ends with the Löwdin charge.
CARTESIAN COORDINATES (ANGSTROEM)
1 W -0.7419 -0.5870 -0.4353  1.915
2 C -2.7007 2.6403 -2.6938  -0.058
3 O -2.0207 3.6831 -2.0152  -0.054
4 C -0.7329 3.5475 -1.6002  -0.197
5 C 0.0064 4.7235 -1.5883  0.033
6 C 1.3121 4.7638 -1.1224  -0.051
7 C 1.8903 3.6106 -0.6389  -0.022
8 C 1.1652 2.4145 -0.6274  -0.142
9 C 1.7513 1.2974 0.0602  -0.034
10 N 1.1268 0.2250 0.3948  -0.118
11 N 1.8587 -0.6482 1.1886  0.130
12 C 1.1391 -1.6782 1.4598  -0.402
13 O -0.1120 -1.7718 1.0216  -0.217
14 C 1.6869 -2.8099 2.2222  -0.164
15 C 2.9484 -2.7110 2.8057  -0.024
16 C 3.4864 -3.8003 3.4689  -0.068
17 C 2.7720 -4.9894 3.5508  -0.065
18 C 1.5131 -5.0876 2.9745  -0.056
19 C 0.9689 -3.9984 2.3146  -0.020
20 C -0.1443 2.3634 -1.1314  -0.211
21 O -0.8310 1.2132 -1.1794  -0.255
22 H -3.5192 3.1179 -3.2264  0.105
23 H -3.1190 1.9196 -1.9857  0.076
24 H -2.0438 2.1448 -3.4138  0.097
25 H -0.4810 5.6155 -1.9591  0.133
26 H 1.8626 5.6934 -1.1350  0.115
27 H 2.8989 3.6182 -0.2460  0.121
28 H 2.7733 1.3906 0.4167  0.149
29 H 3.4973 -1.7828 2.7262  0.115
30 H 4.4643 -3.7235 3.9254  0.110
31 H 3.1951 -5.8387 4.0710  0.110
32 H 0.9558 -6.0124 3.0415  0.112
33 H -0.0086 -4.0677 1.8588  0.099
34 N -1.7531 -0.6668 -2.5179  -0.034
35 N -0.7791 -0.4962 -3.5088  0.051
36 C 0.5264 -0.7978 -3.1362  -0.636
37 O 1.4160 -0.9155 -3.9293  0.128
38 O 0.6430 -0.9307 -1.8213  -0.215
39 H -2.2637 -1.5400 -2.6262  0.115
40 H -2.3870 0.1259 -2.5301  0.084
41 H -1.0319 -0.6439 -4.4740  0.162
42 N -4.7833 -1.8878 0.0884  0.005
43 C -3.4130 -2.4262 -0.0541  -0.376
44 N -2.6386 -1.1718 -0.0189  -0.121
45 C -3.5089 -0.2668 0.5800  -0.363
46 N -4.7146 -0.6583 0.7295  0.127
47 C -2.9075 0.9005 1.1820  -0.171
48 C -3.5931 1.9746 1.7377  -0.032
49 N -2.9565 2.9587 2.3494  0.121
50 C -1.6318 2.8605 2.4284  -0.075
51 C -0.9303 1.8113 1.8609  -0.064
52 N -1.5674 0.8317 1.2130  0.037
53 H -5.4415 -2.4925 0.5611  0.125
54 H -3.3267 -2.9015 -1.0315  0.114
55 H -4.6734 2.0138 1.6804  0.131
56 H -1.1041 3.6486 2.9495  0.121
57 H 0.1424 1.7474 1.9433  0.113
58 C 5.1127 -5.5839 0.2223  -0.029
59 C 3.7125 -5.2718 -0.2148  -0.241
60 C 2.7929 -6.2902 -0.4689  -0.023
61 C 1.5032 -6.0001 -0.8665  -0.084
62 C 1.1173 -4.6636 -1.0082  -0.475
63 C 2.0286 -3.6302 -0.7779  -0.065
64 C 3.3102 -3.9445 -0.3826  -0.013
65 S -0.5258 -4.3613 -1.4659  1.093
66 C -3.0312 -3.3980 1.0544  -0.029
67 O -0.8697 -2.9143 -1.2176  -0.664
68 H 5.2629 -6.6539 0.3508  0.082
69 H 5.3376 -5.0867 1.1674  0.080
70 H 5.8323 -5.2233 -0.5144  0.093
71 H 3.0945 -7.3225 -0.3460  0.121
72 H 0.7934 -6.7987 -1.0485  0.113
73 H 1.7294 -2.6052 -0.9276  0.085
74 H 4.0188 -3.1459 -0.1981  0.133
75 H -1.9503 -3.5108 1.0939  0.031
76 H -3.4868 -4.3741 0.8819  0.089
77 H -3.3708 -3.0150 2.0186  0.094

Strongest force on any atom, eV/Å: 0.836
Spin multiplicity: 3
Expectation value of S²: 2.021
Total charge: +1
E_HOMO (alpha / beta), Ha: -0.3809 / -0.3856
Electronic energy, hartree: -2570.5592